DFT (ωB97M-V/def2-TZVPD) results for a structure of composition C25H27F3O7S.

The geometry in ORCA input format:
```
! wB97M-V def2-TZVPD RIJCOSX def2/J DEFGRID3
* xyz 0 1
C 1.7912 1.9358 -1.7859
C 1.0962 0.7737 -2.5930
C 0.4222 -0.2608 -1.6848
O -0.7473 -0.2544 -1.5936
O 1.1182 -1.1814 -0.9405
C 2.4815 -1.3344 -1.3766
C 3.1771 -2.5654 -0.7432
C 4.2818 -3.0572 -1.7060
O 3.8839 -3.4764 -3.0270
S 4.4400 -2.4759 -4.1863
O 3.5084 -1.9903 -5.1245
O 5.5417 -3.1890 -4.7093
O 4.9441 -1.2955 -3.1743
C 5.3628 -1.9564 -1.9857
O 6.6652 -2.4622 -2.0571
H 2.8822 1.7751 -1.8603
H 1.5193 1.8519 -0.7223
H 1.5652 2.9125 -2.2209
H 0.3332 1.1620 -3.2812
H 1.8729 0.3419 -3.2492
H 3.0279 -0.4193 -1.0900
H 2.4722 -1.4857 -2.4673
H 3.7072 -2.2236 0.1666
H 2.4871 -3.3601 -0.4276
H 4.7250 -3.9804 -1.2958
H 5.3989 -1.1346 -1.2467
H 6.8855 -2.8757 -1.2109
F 1.2919 -1.5002 2.7296
C -0.0388 -1.2862 2.8258
C -0.5802 -0.9463 4.0505
C -1.9469 -0.7222 4.1462
C -2.7524 -0.8508 3.0214
C -2.1918 -1.1980 1.7986
C -0.8247 -1.4123 1.6977
H 0.0634 -0.8589 4.9169
H -2.3841 -0.4477 5.0984
H -3.8187 -0.6794 3.1001
H -2.8186 -1.3020 0.9224
H -0.3692 -1.6745 0.7535
F 1.5577 3.3548 -4.4369
C 0.5874 3.8202 -5.2497
C 0.0647 5.0784 -5.0246
C -0.9304 5.5570 -5.8649
C -1.3956 4.7691 -6.9099
C -0.8624 3.5041 -7.1192
C 0.1403 3.0265 -6.2874
H 0.4351 5.6739 -4.1999
H -1.3437 6.5443 -5.7042
H -2.1752 5.1427 -7.5619
H -1.2277 2.8885 -7.9311
H 0.5745 2.0463 -6.4397
F -5.6141 -0.7108 5.0948
C -5.4698 -0.7013 6.4328
C -5.5593 -1.8907 7.1297
C -5.4049 -1.8796 8.5087
C -5.1737 -0.6816 9.1728
C -5.0911 0.5060 8.4579
C -5.2345 0.4976 7.0774
H -5.7478 -2.8127 6.5949
H -5.4655 -2.8057 9.0658
H -5.0578 -0.6747 10.2494
H -4.9149 1.4401 8.9756
H -5.1648 1.4118 6.5018
*
```

Output
* ΔE to the lowest compared entry with this formula, charge and spin: 14.05 kcal/mol
* HOMO-LUMO gap: 9.253 eV
* E: -59681.395 eV

DFT (ωB97M-V/def2-TZVPD) results for a structure of composition C25H27GeN2O2PtS2.

The geometry in ORCA input format:
```
! wB97M-V def2-TZVPD RIJCOSX def2/J DEFGRID3
* xyz -1 3
Pt 0.4107 0.1022 0.0553
O 1.1210 -1.5977 -2.5438
S -0.1065 -2.2679 -2.2085
O -0.1389 -3.7108 -2.2356
N -0.6457 -1.6311 -0.8410
C -1.6450 -2.1759 -0.0688
C -2.3146 -3.3763 -0.2494
C -3.3386 -3.7841 0.6232
C -3.7295 -3.0330 1.6952
C -3.0753 -1.8036 1.9336
C -3.3892 -0.9663 3.0276
C -2.7167 0.2069 3.2119
C -1.7134 0.5600 2.2927
N -1.4117 -0.1960 1.2685
C -2.0524 -1.3758 1.0600
C -1.3074 -1.7134 -3.4050
C -1.1497 -0.4600 -3.9802
C -2.1060 0.0115 -4.8668
C -3.2145 -0.7659 -5.1757
C -3.3630 -2.0211 -4.6018
C -2.4077 -2.4999 -3.7163
H -2.0137 -4.0350 -1.0477
H -3.8188 -4.7370 0.4331
H -4.5142 -3.3606 2.3657
H -4.1655 -1.2782 3.7171
H -2.9330 0.8617 4.0452
H -1.1360 1.4710 2.3995
H -0.2772 0.1268 -3.7259
H -1.9839 0.9887 -5.3168
H -3.9603 -0.3958 -5.8684
H -4.2219 -2.6330 -4.8476
H -2.5038 -3.4850 -3.2819
S 1.6469 -1.4596 1.4608
C 2.2113 -0.4298 2.7733
C 1.3856 -0.1247 3.8598
C 1.8157 0.7224 4.8703
C 3.0862 1.2831 4.8249
C 3.9210 0.9794 3.7569
C 3.4895 0.1340 2.7454
H 0.3937 -0.5597 3.8925
H 1.1532 0.9487 5.6983
H 3.4211 1.9480 5.6115
H 4.9147 1.4098 3.7066
H 4.1343 -0.0957 1.9070
C 1.2232 2.9156 -2.4701
Ge 2.2642 2.6289 -0.8244
C 3.6997 1.3551 -1.2286
C 3.1227 4.3617 -0.3987
C 1.1204 1.9836 0.6063
H 1.8720 3.2365 -3.2880
H 0.4584 3.6796 -2.3162
H 0.7273 1.9882 -2.7597
H 4.3058 1.7055 -2.0671
H 3.2768 0.3811 -1.4814
H 4.3480 1.2306 -0.3602
H 3.7746 4.6861 -1.2131
H 3.7225 4.2762 0.5093
H 2.3672 5.1330 -0.2355
H 0.2837 2.6837 0.7279
H 1.6833 1.9732 1.5449
*
```

Output
* ΔE to the lowest compared entry with this formula, charge and spin: 0.00 kcal/mol
* HOMO-LUMO gap (spin up / spin down): 5.793 / 6.848 eV
* expectation value of S²: 2.0097
* E: -114872.837 eV

DFT (ωB97M-V/def2-TZVPD) results for the molecule C25H27N3O3.

The geometry in ORCA input format:
```
! wB97M-V def2-TZVPD RIJCOSX def2/J DEFGRID3
* xyz 0 1
C -0.0992 -3.2178 -1.2637
C 1.2245 -3.0561 -1.9421
C 1.6751 -4.0136 -2.8423
C 2.8739 -3.8569 -3.5102
C 3.6428 -2.7268 -3.2937
C 3.2319 -1.7571 -2.3938
C 4.0580 -0.5322 -2.1407
C 2.0264 -1.9380 -1.7079
N 1.6274 -0.9246 -0.8070
C 1.3200 -1.0946 0.4904
O 1.3403 -2.1601 1.0726
C 0.8812 0.2212 1.1936
N -0.3964 0.6316 0.5822
C -1.6003 0.0255 1.1225
C -2.1359 0.7217 2.3348
C -2.2538 2.0400 2.6618
C -2.8412 2.0735 3.9509
C -3.0373 0.7768 4.3075
O -2.6110 -0.0502 3.3367
C -0.4190 1.3049 -0.5846
O 0.5832 1.5639 -1.2455
C -1.7461 1.7528 -1.1203
C -2.0223 1.5353 -2.4683
C -3.2084 2.0273 -2.9859
C -4.0604 2.7321 -2.1496
C -3.6820 2.9087 -0.8266
N -2.5605 2.4311 -0.3215
C 0.7635 -0.0466 2.7001
C 2.2086 0.0456 3.1732
C 2.7352 1.2801 2.4450
C 1.9569 1.3293 1.1194
H -0.6839 -3.9981 -1.7445
H -0.6612 -2.2836 -1.2914
H 0.0510 -3.4832 -0.2172
H 1.0681 -4.8885 -3.0253
H 3.2074 -4.6114 -4.2072
H 4.5757 -2.5988 -3.8232
H 4.2982 -0.4487 -1.0811
H 4.9857 -0.5733 -2.7054
H 3.5145 0.3667 -2.4347
H 1.6129 0.0272 -1.1706
H -2.3660 0.0150 0.3399
H -1.3836 -1.0138 1.3896
H -1.9658 2.8703 2.0531
H -3.0815 2.9439 4.5261
H -3.4536 0.3266 5.1865
H -1.3163 0.9961 -3.0803
H -3.4596 1.8700 -4.0246
H -4.9904 3.1390 -2.5144
H -4.3035 3.4580 -0.1317
H 0.3323 -1.0219 2.9146
H 0.1696 0.7352 3.1709
H 2.2839 0.1329 4.2558
H 2.7493 -0.8473 2.8592
H 2.5293 2.1745 3.0338
H 3.8106 1.2290 2.2810
H 2.6219 1.1962 0.2692
H 1.4647 2.2936 0.9989
*
```

Output
* ΔE to the lowest compared entry with this formula, charge and spin: 23.28 kcal/mol
* HOMO-LUMO gap: 8.905 eV
* E: -36976.873 eV

DFT (ωB97M-V/def2-TZVPD) results for the molecule C25H27N3O4.

The geometry in ORCA input format:
```
! wB97M-V def2-TZVPD RIJCOSX def2/J DEFGRID3
* xyz 0 1
C -1.4055 -2.2809 0.9350
C -2.3636 -2.7975 -0.1122
O -2.2169 -3.8845 -0.6237
C -3.4782 -1.8968 -0.5109
C -4.1612 -2.1824 -1.6898
C -5.1764 -1.3485 -2.1227
C -5.5058 -0.2203 -1.3987
C -4.8306 0.0752 -0.2133
O -5.2235 1.2268 0.4155
C -4.5030 1.6692 1.5417
C -3.0505 1.8686 1.2468
C -2.3917 2.3765 0.1639
C -1.0248 2.1579 0.4720
C 0.1528 2.4505 -0.3922
O 0.0672 3.1068 -1.4099
N 1.2832 1.8940 0.0785
C 2.5394 1.8895 -0.6441
C 2.6214 0.6628 -1.5585
C 4.0029 0.5930 -2.2243
N 5.1125 0.6165 -1.2999
C 5.5468 -0.6542 -0.7470
C 4.5870 -1.3786 0.1710
C 3.6590 -2.2784 -0.3416
C 2.7428 -2.9022 0.4874
C 2.7475 -2.6404 1.8471
C 3.6848 -1.7677 2.3737
C 4.5996 -1.1457 1.5415
C 5.0348 1.7466 -0.4056
C 3.7003 1.8791 0.3452
N -0.9076 1.5774 1.6425
O -2.1522 1.3971 2.1311
C -3.8318 -0.7747 0.2382
H -1.9020 -2.2412 1.9028
H -1.0560 -1.2827 0.6815
H -0.5563 -2.9554 1.0072
H -3.8757 -3.0574 -2.2529
H -5.7076 -1.5714 -3.0354
H -6.2823 0.4523 -1.7263
H -4.6027 0.9727 2.3859
H -4.9721 2.6203 1.8138
H -2.7918 2.8224 -0.7205
H 1.2191 1.3390 0.9195
H 2.5596 2.7987 -1.2553
H 1.8481 0.7274 -2.3252
H 2.4438 -0.2346 -0.9634
H 4.0764 -0.3061 -2.8386
H 4.1141 1.4630 -2.8828
H 6.4801 -0.4593 -0.2095
H 5.7790 -1.3007 -1.5997
H 3.6544 -2.4939 -1.4010
H 2.0272 -3.5956 0.0697
H 2.0329 -3.1238 2.4969
H 3.7053 -1.5728 3.4362
H 5.3366 -0.4750 1.9617
H 5.8589 1.6876 0.3082
H 5.1794 2.6473 -1.0150
H 3.7023 2.7988 0.9323
H 3.5737 1.0350 1.0257
H -3.3323 -0.5912 1.1736
*
```

Output
* ΔE to the lowest compared entry with this formula, charge and spin: 65.13 kcal/mol
* HOMO-LUMO gap: 8.494 eV
* E: -39022.665 eV

What is the E in the second record? -114872.837 eV

What did the third record say?
DFT (ωB97M-V/def2-TZVPD) results for the molecule C25H27N3O3.

The geometry in ORCA input format:
```
! wB97M-V def2-TZVPD RIJCOSX def2/J DEFGRID3
* xyz 0 1
C -0.0992 -3.2178 -1.2637
C 1.2245 -3.0561 -1.9421
C 1.6751 -4.0136 -2.8423
C 2.8739 -3.8569 -3.5102
C 3.6428 -2.7268 -3.2937
C 3.2319 -1.7571 -2.3938
C 4.0580 -0.5322 -2.1407
C 2.0264 -1.9380 -1.7079
N 1.6274 -0.9246 -0.8070
C 1.3200 -1.0946 0.4904
O 1.3403 -2.1601 1.0726
C 0.8812 0.2212 1.1936
N -0.3964 0.6316 0.5822
C -1.6003 0.0255 1.1225
C -2.1359 0.7217 2.3348
C -2.2538 2.0400 2.6618
C -2.8412 2.0735 3.9509
C -3.0373 0.7768 4.3075
O -2.6110 -0.0502 3.3367
C -0.4190 1.3049 -0.5846
O 0.5832 1.5639 -1.2455
C -1.7461 1.7528 -1.1203
C -2.0223 1.5353 -2.4683
C -3.2084 2.0273 -2.9859
C -4.0604 2.7321 -2.1496
C -3.6820 2.9087 -0.8266
N -2.5605 2.4311 -0.3215
C 0.7635 -0.0466 2.7001
C 2.2086 0.0456 3.1732
C 2.7352 1.2801 2.4450
C 1.9569 1.3293 1.1194
H -0.6839 -3.9981 -1.7445
H -0.6612 -2.2836 -1.2914
H 0.0510 -3.4832 -0.2172
H 1.0681 -4.8885 -3.0253
H 3.2074 -4.6114 -4.2072
H 4.5757 -2.5988 -3.8232
H 4.2982 -0.4487 -1.0811
H 4.9857 -0.5733 -2.7054
H 3.5145 0.3667 -2.4347
H 1.6129 0.0272 -1.1706
H -2.3660 0.0150 0.3399
H -1.3836 -1.0138 1.3896
H -1.9658 2.8703 2.0531
H -3.0815 2.9439 4.5261
H -3.4536 0.3266 5.1865
H -1.3163 0.9961 -3.0803
H -3.4596 1.8700 -4.0246
H -4.9904 3.1390 -2.5144
H -4.3035 3.4580 -0.1317
H 0.3323 -1.0219 2.9146
H 0.1696 0.7352 3.1709
H 2.2839 0.1329 4.2558
H 2.7493 -0.8473 2.8592
H 2.5293 2.1745 3.0338
H 3.8106 1.2290 2.2810
H 2.6219 1.1962 0.2692
H 1.4647 2.2936 0.9989
*
```

Output
* ΔE to the lowest compared entry with this formula, charge and spin: 23.28 kcal/mol
* HOMO-LUMO gap: 8.905 eV
* E: -36976.873 eV

Repeat the first record exactly.
DFT (ωB97M-V/def2-TZVPD) results for a structure of composition C25H27F3O7S.

The geometry in ORCA input format:
```
! wB97M-V def2-TZVPD RIJCOSX def2/J DEFGRID3
* xyz 0 1
C 1.7912 1.9358 -1.7859
C 1.0962 0.7737 -2.5930
C 0.4222 -0.2608 -1.6848
O -0.7473 -0.2544 -1.5936
O 1.1182 -1.1814 -0.9405
C 2.4815 -1.3344 -1.3766
C 3.1771 -2.5654 -0.7432
C 4.2818 -3.0572 -1.7060
O 3.8839 -3.4764 -3.0270
S 4.4400 -2.4759 -4.1863
O 3.5084 -1.9903 -5.1245
O 5.5417 -3.1890 -4.7093
O 4.9441 -1.2955 -3.1743
C 5.3628 -1.9564 -1.9857
O 6.6652 -2.4622 -2.0571
H 2.8822 1.7751 -1.8603
H 1.5193 1.8519 -0.7223
H 1.5652 2.9125 -2.2209
H 0.3332 1.1620 -3.2812
H 1.8729 0.3419 -3.2492
H 3.0279 -0.4193 -1.0900
H 2.4722 -1.4857 -2.4673
H 3.7072 -2.2236 0.1666
H 2.4871 -3.3601 -0.4276
H 4.7250 -3.9804 -1.2958
H 5.3989 -1.1346 -1.2467
H 6.8855 -2.8757 -1.2109
F 1.2919 -1.5002 2.7296
C -0.0388 -1.2862 2.8258
C -0.5802 -0.9463 4.0505
C -1.9469 -0.7222 4.1462
C -2.7524 -0.8508 3.0214
C -2.1918 -1.1980 1.7986
C -0.8247 -1.4123 1.6977
H 0.0634 -0.8589 4.9169
H -2.3841 -0.4477 5.0984
H -3.8187 -0.6794 3.1001
H -2.8186 -1.3020 0.9224
H -0.3692 -1.6745 0.7535
F 1.5577 3.3548 -4.4369
C 0.5874 3.8202 -5.2497
C 0.0647 5.0784 -5.0246
C -0.9304 5.5570 -5.8649
C -1.3956 4.7691 -6.9099
C -0.8624 3.5041 -7.1192
C 0.1403 3.0265 -6.2874
H 0.4351 5.6739 -4.1999
H -1.3437 6.5443 -5.7042
H -2.1752 5.1427 -7.5619
H -1.2277 2.8885 -7.9311
H 0.5745 2.0463 -6.4397
F -5.6141 -0.7108 5.0948
C -5.4698 -0.7013 6.4328
C -5.5593 -1.8907 7.1297
C -5.4049 -1.8796 8.5087
C -5.1737 -0.6816 9.1728
C -5.0911 0.5060 8.4579
C -5.2345 0.4976 7.0774
H -5.7478 -2.8127 6.5949
H -5.4655 -2.8057 9.0658
H -5.0578 -0.6747 10.2494
H -4.9149 1.4401 8.9756
H -5.1648 1.4118 6.5018
*
```

Output
* ΔE to the lowest compared entry with this formula, charge and spin: 14.05 kcal/mol
* HOMO-LUMO gap: 9.253 eV
* E: -59681.395 eV

The highest ΔE to the lowest compared entry with this formula, charge and spin belongs to which entry? C25H27N3O4